DFT (wB97M-V/def2-TZVPD) results for C12H16N2O4 in the gas phase at a distorted geometry.

The value obtained for the energy above the lowest of the compared OMol25 structures with the same formula, charge and spin is 762.4 kJ/mol. The HOMO energy comes out at -9.0276 eV. Its orbital gap is 9.42 eV. As for the SMILES: N[C@@H](Cc1ccccc1)C(=O)N[C@@H](CO)C(=O)O. The net charge is 0.

Structure (XYZ):
```
34
Properties=species:S:1:pos:R:3:forces:R:3
N 0.727 3.502 -0.510 -3.862 4.674 -1.044
C 0.634 2.084 -0.622 2.792 -1.258 -2.735
C 2.139 1.605 -0.208 2.084 -0.776 -0.138
C 2.130 -0.002 0.060 0.398 5.202 5.048
C 2.028 -0.338 1.501 -1.826 -0.794 -2.063
C 1.819 -1.746 1.645 1.674 0.355 0.736
C 2.241 -2.649 0.645 -1.417 0.487 -0.962
C 2.706 -2.162 -0.619 1.046 -3.188 0.830
C 2.503 -0.861 -0.917 1.172 -0.297 0.425
C -0.611 1.404 -0.074 -0.801 0.607 4.138
O -1.116 1.798 1.036 0.826 -0.737 -3.277
N -1.101 0.313 -0.738 0.078 3.208 0.897
C -2.132 -0.399 -0.098 0.823 -5.759 3.761
C -3.514 0.082 0.019 -4.323 2.686 -3.258
O -4.062 0.879 1.118 3.174 -1.259 -0.292
C -2.232 -1.881 -0.614 3.194 3.811 -7.622
O -1.740 -1.869 -1.837 -2.500 -2.628 5.633
O -2.757 -2.855 0.090 2.361 -1.717 -4.521
H 0.338 4.168 -1.445 1.241 -3.034 3.442
H 0.038 3.814 0.295 1.798 -0.772 -1.965
H 0.726 1.721 -1.691 -0.666 0.827 0.721
H 2.993 1.696 -1.205 -2.985 0.325 2.830
H 2.608 2.393 0.697 -1.562 -2.802 -2.506
H 1.867 0.431 2.384 0.368 -1.650 -2.293
H 1.633 -2.222 2.631 -0.255 0.589 -0.656
H 1.883 -3.678 0.783 1.139 0.130 0.007
H 3.445 -2.759 -1.288 -2.012 0.641 1.085
H 3.087 -0.523 -1.719 -0.077 0.986 -1.552
H -0.377 -0.074 -1.275 0.210 -1.490 -1.304
H -1.744 -0.774 0.881 -0.078 1.254 0.490
H -3.408 0.933 -0.827 -1.171 -2.156 0.871
H -4.393 -0.776 -0.257 2.581 2.493 0.633
H -3.180 1.287 1.347 -1.248 0.323 0.594
H -3.177 -2.541 0.813 -2.176 1.720 4.047
```
Positions in Å, forces in eV/Å.

DFT (wB97M-V/def2-TZVPD) results for 6 unconnected molecules or ions with the total composition C12H36FO5S.

The HOMO energy comes out at -11.9905 eV. Its orbital gap is 8.93 eV. The net charge is +1.

Structure (XYZ):
```
55
Properties=species:S:1:pos:R:3:forces:R:3
C 1.602 3.277 -1.490 -0.024 -0.332 -0.199
C 1.862 1.765 -1.667 0.075 0.341 0.449
C 0.901 0.906 -0.816 0.092 0.268 -0.736
C -0.191 0.204 -1.617 -0.248 -0.135 0.214
S 1.783 -0.419 0.096 -0.579 -0.742 -0.018
C 2.019 0.115 1.851 0.453 0.271 0.239
F 3.151 -0.561 2.231 -0.098 0.035 -0.163
C 2.150 1.606 2.075 -0.007 0.035 -0.009
C 0.811 2.328 2.294 -0.042 -0.147 -0.247
H 1.672 3.775 -2.453 0.056 0.148 0.031
H 0.610 3.473 -1.089 -0.124 0.032 -0.044
H 2.333 3.718 -0.818 0.003 0.100 0.070
H 2.893 1.578 -1.372 0.113 -0.064 -0.163
H 1.767 1.494 -2.714 -0.047 -0.222 -0.069
H 0.442 1.542 -0.066 0.090 -0.138 0.309
H -0.983 -0.141 -0.954 -0.105 -0.085 -0.050
H 0.178 -0.658 -2.171 0.149 0.014 -0.081
H -0.642 0.901 -2.319 0.048 0.166 -0.022
H 3.039 -0.319 -0.368 0.128 0.293 0.167
H 1.172 -0.324 2.376 -0.101 0.008 0.019
H 2.703 2.055 1.251 0.108 0.005 -0.035
H 2.790 1.705 2.951 0.009 -0.063 0.084
H 0.779 2.831 3.253 0.033 0.089 0.049
H -0.042 1.650 2.273 -0.044 -0.061 0.060
H 0.641 3.059 1.508 -0.046 0.153 0.095
C 2.352 -3.655 -2.659 -0.076 0.017 0.108
O 1.263 -3.001 -1.989 0.179 0.246 -0.028
H 2.261 -3.444 -3.719 -0.042 -0.011 -0.017
H 3.315 -3.280 -2.301 0.019 -0.033 -0.035
H 2.308 -4.734 -2.516 0.028 -0.011 -0.056
H 1.331 -3.214 -1.056 -0.075 -0.169 0.062
C -1.774 3.574 4.772 0.046 0.105 -0.113
O -2.133 3.622 3.386 0.130 -0.209 0.109
H -2.079 2.603 5.143 -0.035 -0.038 0.047
H -0.696 3.695 4.914 -0.015 0.030 -0.010
H -2.300 4.341 5.341 0.006 -0.018 0.049
H -1.892 4.487 3.047 -0.099 0.119 -0.028
C 2.381 -4.439 -6.626 0.005 -0.150 0.067
O 2.738 -5.345 -5.585 -0.041 0.198 -0.037
H 2.886 -3.498 -6.422 0.022 0.010 0.005
H 2.708 -4.804 -7.602 -0.004 0.041 -0.019
H 1.302 -4.263 -6.652 0.005 0.029 -0.026
H 2.302 -6.181 -5.763 0.011 -0.113 0.016
C -3.706 -2.650 -0.790 0.072 0.057 0.039
O -2.894 -1.622 -0.213 0.024 -0.003 -0.080
H -4.567 -2.163 -1.237 -0.012 0.025 0.000
H -3.164 -3.194 -1.566 -0.025 -0.004 -0.014
H -4.052 -3.352 -0.030 -0.031 -0.002 -0.016
H -2.141 -2.052 0.196 0.018 -0.097 0.090
C -5.004 0.843 4.708 0.040 0.163 -0.046
O -4.541 2.175 4.900 -0.023 -0.167 -0.041
H -5.325 0.470 5.677 -0.004 0.002 0.021
H -5.853 0.809 4.021 -0.011 -0.043 0.008
H -4.209 0.193 4.328 -0.030 -0.035 0.007
H -4.257 2.518 4.046 0.028 0.091 -0.012
```
Positions in Å, forces in eV/Å.

DFT (wB97M-V/def2-TZVPD) results for a gas-phase ion, C7H11N4O (charge +1) at a distorted geometry.

The value obtained for the energy above the lowest of the compared OMol25 structures with the same formula, charge and spin is 0.0 kJ/mol. The HOMO energy (spin up / spin down) comes out at -11.5801 / -13.1524 eV. Its orbital gap (spin up / spin down) is 8.85 / 7.42 eV. As for the spin multiplicity: 3. The net charge is +1.

Structure (XYZ):
```
23
Properties=species:S:1:pos:R:3:forces:R:3
C 3.019 -0.639 -0.245 0.076 -0.118 -0.231
C 2.390 -1.533 -1.046 0.200 0.197 -0.007
C 0.975 -0.954 0.568 -0.224 -0.003 0.366
C -2.117 -1.284 -0.054 0.788 1.171 -1.355
C -1.722 -0.054 -0.965 -1.436 -1.321 -0.461
C -0.162 -0.837 1.382 0.611 -0.365 0.361
C -1.070 2.003 0.040 -0.091 0.470 -0.019
N 2.144 -0.299 0.750 -0.237 -0.179 -0.105
N 1.134 -1.721 -0.533 -0.062 0.120 0.254
N -1.338 -1.467 1.072 -0.283 -0.140 0.971
N -0.698 0.768 -0.532 0.934 0.470 0.132
O -3.024 -1.996 -0.347 -0.413 -0.168 0.245
H 4.007 -0.231 -0.307 0.152 0.049 0.000
H 2.732 -2.035 -1.926 0.071 -0.103 -0.132
H -1.423 -0.552 -1.895 -0.168 0.159 -0.173
H -2.690 0.450 -1.109 0.088 -0.095 -0.163
H -0.092 -0.295 2.312 0.113 -0.067 0.121
H -2.068 2.018 0.499 0.077 -0.019 -0.035
H -0.306 2.327 0.752 -0.106 0.070 0.025
H -1.070 2.750 -0.771 -0.075 0.085 0.119
H 0.446 -2.357 -0.903 -0.060 0.007 0.081
H -1.878 -1.832 1.850 0.127 -0.218 -0.003
H 2.333 0.356 1.492 -0.082 -0.003 0.008
```
Positions in Å, forces in eV/Å.

DFT (wB97M-V/def2-TZVPD) results for 2 unconnected molecules or ions with the total composition C6H10.

The value obtained for the energy above the lowest of the compared OMol25 structures with the same formula, charge and spin is 278.0 kJ/mol. The HOMO energy comes out at -9.3464 eV. Its orbital gap is 10.37 eV. As for the SMILES: C=C=CC.C=C. The net charge is 0.

Structure (XYZ):
```
16
Properties=species:S:1:pos:R:3:forces:R:3
C -1.278 -1.580 -0.361 -0.030 -0.029 0.244
C -0.707 -0.848 0.565 0.108 0.113 -0.034
C 0.024 0.062 1.147 -0.086 -0.118 -0.170
C 0.338 0.491 2.545 -0.048 -0.055 0.124
H -2.231 -1.297 -0.802 0.052 -0.097 0.233
H -0.795 -2.469 -0.762 -0.118 0.041 0.237
H 0.530 0.647 0.373 -0.012 0.005 0.251
H -0.159 -0.095 3.318 0.010 0.006 -0.115
H 1.423 0.437 2.701 -0.197 -0.048 0.042
H 0.063 1.546 2.668 -0.009 -0.203 0.038
C 0.841 0.980 -1.603 0.003 -0.014 -0.362
C 0.095 0.062 -2.208 0.185 0.227 -0.154
H 0.440 1.954 -1.333 0.072 -0.084 -0.158
H 1.870 0.778 -1.316 -0.095 0.058 -0.158
H 0.488 -0.920 -2.458 -0.011 0.170 -0.010
H -0.941 0.250 -2.475 0.177 0.028 -0.009
```
Positions in Å, forces in eV/Å.

DFT (wB97M-V/def2-TZVPD) results for a molecular structure, C22H56IO10PS at a distorted geometry.

The HOMO energy comes out at -9.1040 eV. Its orbital gap is 9.28 eV. The net charge is 0.

Structure (XYZ):
```
91
Properties=species:S:1:pos:R:3:forces:R:3
C -5.096 4.009 -2.364 -0.634 0.471 -0.529
O -4.439 4.363 -3.581 0.220 -0.187 0.468
C -3.750 3.336 -4.177 0.220 0.320 -0.470
O -2.820 2.722 -3.266 -0.375 -0.826 0.093
S -2.733 1.094 -3.538 -0.384 0.700 -0.155
O -1.373 0.865 -3.885 0.876 -0.355 -0.051
O -2.909 0.575 -1.978 -0.311 -0.245 0.272
P -4.162 -0.559 -1.887 -0.675 -0.026 -0.953
O -4.892 -0.197 -0.473 0.638 0.285 -0.071
I -3.115 -2.706 -1.440 0.149 0.296 0.431
H -4.744 4.665 -1.580 0.270 -0.094 0.294
H -4.982 2.965 -2.106 0.300 -0.205 0.133
H -6.157 4.201 -2.494 -0.222 0.023 -0.042
H -4.409 2.583 -4.616 -0.211 -0.288 0.255
H -3.177 3.764 -4.991 0.117 0.268 -0.088
H -5.401 0.612 -0.654 -0.050 -0.206 0.326
C 2.668 0.770 0.646 -0.081 0.083 0.110
C 1.524 -0.159 0.280 0.064 0.047 -0.133
O 0.471 -0.177 1.227 -0.043 -0.162 0.122
C -0.176 1.060 1.462 0.024 0.174 -0.018
C -0.815 1.666 0.225 0.161 -0.011 0.063
H 3.079 0.500 1.621 0.028 -0.030 -0.004
H 3.461 0.707 -0.099 0.011 -0.017 -0.003
H 2.349 1.812 0.702 0.042 0.021 -0.079
H 1.892 -1.184 0.231 -0.081 -0.043 0.064
H 1.137 0.080 -0.717 0.010 0.052 0.004
H 0.518 1.770 1.929 0.018 0.019 -0.041
H -0.948 0.850 2.203 0.021 -0.100 0.014
H -0.078 1.901 -0.544 -0.002 0.073 0.018
H -1.333 2.591 0.485 -0.006 -0.001 0.017
H -1.531 0.976 -0.207 -0.037 -0.037 0.016
C -6.876 -3.921 0.420 -0.051 -0.142 -0.039
C -7.296 -2.927 -0.648 -0.062 -0.038 0.119
O -7.450 -3.499 -1.934 0.106 0.110 -0.159
C -8.418 -4.525 -2.051 -0.060 -0.092 0.057
C -9.828 -4.090 -1.690 0.025 0.107 0.050
H -5.942 -4.407 0.137 0.037 0.041 0.011
H -6.733 -3.413 1.374 0.033 0.032 -0.010
H -7.624 -4.702 0.568 -0.037 0.042 0.055
H -6.522 -2.169 -0.749 0.023 0.000 -0.114
H -8.211 -2.399 -0.353 -0.022 -0.055 0.049
H -8.119 -5.399 -1.460 -0.041 0.009 0.043
H -8.391 -4.833 -3.096 0.078 0.052 -0.027
H -9.908 -3.779 -0.648 -0.012 -0.073 0.026
H -10.525 -4.914 -1.846 0.005 -0.012 -0.022
H -10.138 -3.249 -2.311 -0.009 -0.010 -0.027
C 3.747 3.697 3.988 -0.020 0.117 -0.061
C 4.875 3.151 3.129 -0.013 -0.002 0.157
O 4.924 3.708 1.829 0.015 -0.131 -0.193
C 5.110 5.111 1.753 -0.017 0.128 0.044
C 6.398 5.602 2.390 0.030 -0.118 0.080
H 2.785 3.534 3.500 -0.011 -0.041 0.006
H 3.737 3.198 4.958 -0.004 -0.033 -0.005
H 3.849 4.768 4.167 0.044 -0.012 0.061
H 4.728 2.081 2.988 0.025 0.003 -0.126
H 5.840 3.270 3.635 -0.015 0.055 0.023
H 4.244 5.632 2.177 0.023 0.010 0.046
H 5.123 5.346 0.688 -0.022 -0.090 -0.034
H 6.431 5.396 3.461 -0.038 0.064 0.017
H 6.496 6.679 2.254 -0.005 0.006 -0.031
H 7.258 5.113 1.932 0.008 0.026 -0.039
C -3.594 -5.976 2.448 0.107 0.042 0.057
C -3.062 -6.342 1.073 -0.082 -0.071 0.062
O -1.768 -5.838 0.803 0.007 0.141 -0.210
C -0.732 -6.267 1.667 0.036 -0.050 0.124
C -0.523 -7.771 1.681 -0.106 -0.034 -0.063
H -3.608 -4.893 2.575 -0.026 0.015 -0.019
H -4.609 -6.357 2.572 -0.019 0.009 -0.027
H -2.983 -6.395 3.249 -0.036 -0.064 -0.001
H -3.710 -5.906 0.311 0.075 0.034 -0.057
H -3.090 -7.427 0.923 0.000 -0.014 0.054
H -0.902 -5.890 2.682 -0.020 -0.048 0.021
H 0.172 -5.780 1.303 -0.044 0.067 -0.066
H -1.401 -8.305 2.047 0.022 0.006 0.074
H 0.316 -8.027 2.329 0.019 0.017 -0.002
H -0.309 -8.135 0.676 0.028 0.005 -0.007
C 8.439 2.618 0.385 0.115 0.025 -0.081
C 7.466 3.075 -0.688 -0.042 -0.098 0.068
O 7.942 4.154 -1.474 -0.098 0.167 0.000
C 9.135 3.922 -2.198 0.096 -0.062 -0.007
C 9.043 2.777 -3.193 -0.096 -0.046 0.031
H 8.693 3.446 1.048 -0.018 0.001 0.030
H 7.995 1.819 0.978 -0.042 0.021 0.017
H 9.371 2.240 -0.039 -0.027 -0.070 -0.001
H 6.553 3.432 -0.212 -0.007 0.063 -0.039
H 7.174 2.234 -1.328 0.062 -0.028 0.003
H 9.975 3.768 -1.510 0.005 -0.061 -0.011
H 9.338 4.849 -2.733 -0.066 0.053 0.038
H 8.848 1.823 -2.704 0.072 -0.013 0.014
H 9.978 2.684 -3.745 0.008 0.023 -0.006
H 8.235 2.956 -3.903 0.007 0.018 -0.018
```
Positions in Å, forces in eV/Å.

DFT (wB97M-V/def2-TZVPD) results for a molecular structure, C3H4I2 at a distorted geometry.

The value obtained for the energy above the lowest of the compared OMol25 structures with the same formula, charge and spin is 223.7 kJ/mol. The HOMO energy (spin up / spin down) comes out at -7.8402 / -7.8413 eV. Its orbital gap (spin up / spin down) is 7.68 / 7.68 eV. The net charge is 0.

Structure (XYZ):
```
9
Properties=species:S:1:pos:R:3:forces:R:3
C 0.173 0.021 0.690 -0.150 1.003 3.814
C -0.098 0.131 -0.690 2.149 -0.047 -0.093
C 1.718 -0.011 0.413 -3.010 0.145 -1.565
I 2.735 1.769 -0.005 -0.082 -0.041 0.238
I 2.785 -1.771 -0.015 -0.471 0.267 0.136
H -0.162 0.918 1.315 0.942 -0.671 -1.069
H -0.293 -0.746 1.320 0.720 -0.663 -0.571
H -0.177 -0.667 -1.376 -0.085 -0.922 -0.318
H -0.168 1.107 -1.081 -0.014 0.929 -0.572
```
Positions in Å, forces in eV/Å.

How do the records compare in molar mass? In the order shown, they have 252.3; 311.5; 167.2; 82.1; 670.6; 293.9 g/mol.